(1)
{"formula": "C27H61Be2ClN4O7", "method": "ωB97M-V/def2-TZVPD", "total_charge": 4, "relative_energy_kcal_mol": 79.5, "gap_ev": 1.7, "multiplicity": 1, "e_tot_ha": -2298.34217, "elements": ["Be", "Be", "N", "H", "H", "H", "H", "Cl", "O", "O", "O", "O", "C", "C", "C", "C", "C", "C", "N", "O", "C", "C", "C", "H", "H", "H", "H", "H", "H", "H", "H", "H", "H", "H", "H", "H", "H", "H", "H", "H", "H", "H", "C", "C", "C", "C", "C", "C", "N", "O", "C", "C", "C", "H", "H", "H", "H", "H", "H", "H", "H", "H", "H", "H", "H", "H", "H", "H", "H", "H", "H", "H", "C", "C", "C", "C", "C", "C", "N", "O", "C", "C", "C", "H", "H", "H", "H", "H", "H", "H", "H", "H", "H", "H", "H", "H", "H", "H", "H", "H", "H", "H"], "coordinates": [[-6.856, 1.559, -1.086], [-5.469, -3.052, -4.024], [-0.545, -2.794, -1.252], [-1.540, -2.625, -1.214], [-0.122, -2.080, -1.828], [-0.489, -3.626, -1.821], [0.012, -2.986, -0.431], [-3.269, -0.681, -1.486], [-3.022, -1.435, -0.293], [-2.157, 0.159, -1.789], [-3.493, -1.644, -2.560], [-4.413, 0.170, -1.288], [3.909, 0.017, -2.242], [2.349, -0.193, -1.880], [1.432, 1.081, -2.100], [1.265, 1.470, -3.533], [0.615, 0.245, -4.233], [1.257, -1.129, -3.970], [1.676, -1.312, -2.538], [2.279, -2.570, -2.328], [0.183, -2.150, -4.480], [2.371, -1.318, -4.952], [2.272, -0.559, -0.268], [4.112, 0.442, -3.225], [4.768, -0.599, -1.979], [4.196, 0.967, -1.791], [0.396, 1.034, -1.764], [1.776, 1.868, -1.429], [2.267, 1.780, -3.829], [0.595, 2.306, -3.732], [0.606, 0.669, -5.237], [-0.450, 0.233, -4.002], [-0.126, -2.144, -5.526], [0.557, -3.166, -4.355], [-0.673, -2.059, -3.812], [3.010, -2.132, -4.609], [2.156, -1.540, -5.997], [2.995, -0.426, -4.906], [1.303, -0.304, 0.161], [2.962, 0.123, 0.228], [2.685, -1.528, 0.015], [3.197, -2.380, -2.535], [2.010, -4.744, 1.116], [1.551, -4.288, 2.495], [2.841, -3.594, 3.083], [2.481, -2.644, 4.268], [1.335, -1.681, 3.927], [0.064, -2.382, 3.459], [0.473, -3.344, 2.385], [-0.627, -3.886, 1.666], [-0.578, -3.166, 4.633], [-0.864, -1.271, 2.776], [1.077, -5.575, 3.279], [2.751, -5.543, 1.144], [1.296, -5.208, 0.436], [2.532, -3.987, 0.530], [3.591, -4.244, 3.534], [3.330, -2.943, 2.358], [2.399, -3.108, 5.251], [3.379, -2.051, 4.442], [1.711, -1.043, 3.127], [1.201, -1.004, 4.772], [0.170, -3.743, 5.177], [-1.399, -3.785, 4.270], [-0.881, -2.468, 5.412], [-1.806, -1.654, 2.384], [-0.410, -0.668, 1.990], [-1.038, -0.584, 3.604], [1.810, -6.348, 3.509], [0.632, -5.453, 4.267], [0.460, -6.165, 2.601], [-0.886, -4.616, 2.234], [-3.352, 6.061, -0.997], [-2.168, 5.332, -0.377], [-1.677, 6.248, 0.796], [-0.760, 5.667, 1.823], [-1.436, 4.402, 2.329], [-1.752, 3.358, 1.202], [-2.573, 4.058, 0.219], [-3.185, 3.156, -0.603], [-0.456, 2.610, 0.758], [-2.658, 2.380, 2.028], [-1.144, 5.167, -1.581], [-3.588, 5.708, -2.001], [-3.158, 7.108, -1.230], [-4.258, 6.061, -0.391], [-1.081, 7.007, 0.290], [-2.529, 6.620, 1.364], [-0.605, 6.413, 2.603], [0.252, 5.540, 1.437], [-2.283, 4.802, 2.888], [-0.805, 3.980, 3.112], [-0.510, 1.765, 0.071], [0.237, 3.353, 0.366], [0.089, 2.201, 1.608], [-3.499, 1.867, 1.562], [-2.030, 1.647, 2.534], [-3.149, 2.877, 2.865], [-0.574, 6.075, -1.778], [-1.693, 4.712, -2.405], [-0.307, 4.477, -1.468], [-2.530, 2.849, -1.235]], "forces_ev_per_angstrom": [[0.45, -0.13, -0.01], [0.23, 0.24, 0.22], [0.02, -1.13, -1.36], [-0.62, 0.44, 1.32], [0.79, 0.98, -0.18], [0.35, -0.64, -0.37], [-0.37, 0.29, 0.79], [-0.70, 0.09, 0.48], [0.35, -0.27, 0.32], [0.80, 0.06, -0.39], [-0.20, 0.07, -0.47], [-0.85, 0.12, -0.22], [-0.66, 2.22, -0.28], [-0.17, -0.68, 2.14], [0.08, 0.27, 1.14], [0.57, -0.72, 0.18], [0.44, 1.93, 0.49], [-1.95, 0.08, -2.70], [-0.81, 0.11, -1.28], [-0.60, 0.99, -0.09], [0.29, -0.99, 2.05], [2.70, 0.20, 0.40], [1.07, 1.37, -1.10], [-0.56, -0.99, -0.74], [-0.77, -0.91, 0.20], [-0.31, 0.05, 1.08], [-0.08, -1.39, 0.55], [0.75, 0.20, -0.24], [-0.11, -0.25, -1.06], [0.11, 0.17, 0.44], [0.30, -1.45, -0.78], [-0.05, -0.06, 0.56], [0.21, 0.91, 0.14], [0.21, -0.17, 0.13], [-0.59, 0.03, -0.33], [0.10, -0.20, -0.19], [-0.64, 0.19, 0.27], [0.19, -0.01, -0.37], [-0.29, -0.49, -0.25], [0.06, 0.28, -0.09], [-0.49, -0.29, -0.43], [0.89, -0.49, -0.03], [0.29, -0.90, -1.74], [2.69, -0.34, -0.02], [-1.41, 1.10, 2.26], [0.52, 0.33, -0.28], [1.30, -0.39, 0.14], [0.45, 1.40, -1.75], [-1.56, -0.66, 0.60], [1.36, 1.56, 0.60], [0.04, 0.07, 0.10], [-0.02, -0.86, 1.16], [-0.28, -0.92, 0.21], [0.15, 0.02, 0.80], [-0.68, 0.20, 0.32], [-0.22, 0.48, 0.26], [-0.26, -0.66, -0.72], [-0.17, -0.35, -0.41], [-0.55, -0.53, -0.19], [0.04, 0.28, -0.14], [-0.16, 0.10, -0.28], [-0.61, -0.16, 0.04], [-0.01, -0.22, -0.47], [-0.08, 0.05, 0.36], [-0.52, 0.35, -0.40], [0.02, -0.08, 0.26], [0.56, -0.43, -0.04], [-0.37, 0.05, -0.03], [1.07, 0.66, -0.40], [-0.33, 0.52, -0.42], [-0.66, 0.25, 0.08], [-0.49, -0.96, 0.12], [-1.08, 0.24, -1.10], [-0.31, 1.46, 1.34], [0.85, 0.11, -0.93], [0.55, -0.57, -0.26], [1.80, 1.06, 0.24], [-1.53, 0.51, 3.69], [2.17, -1.85, -1.88], [-0.80, 1.00, 0.67], [0.67, 0.66, -0.62], [-0.71, -0.69, 0.53], [0.66, -1.53, 0.30], [-0.20, -0.56, 0.15], [0.61, 0.07, 0.56], [0.15, -0.20, 0.17], [-0.73, 0.64, 0.06], [-0.22, 0.40, -0.62], [-0.29, -0.15, 0.24], [0.08, -0.46, -0.22], [-0.64, -0.65, -0.43], [-0.03, -0.59, -0.18], [-0.74, 0.23, -0.26], [-0.02, 0.00, -0.30], [-0.59, 0.21, 0.52], [0.49, -0.13, -0.71], [0.12, -0.11, -0.36], [0.15, 0.46, -0.18], [-0.93, 0.48, -0.19], [-0.06, 0.77, -0.33], [-0.07, -0.37, 0.86], [0.44, -0.47, -0.78]], "lowdin_charge": [0.91, 0.89, 0.35, 0.08, 0.08, 0.15, 0.11, 0.62, -0.33, -0.33, -0.47, -0.45, 0.01, -0.36, -0.16, -0.16, -0.11, -0.46, -0.09, 0.02, -0.02, -0.01, 0.00, 0.08, 0.10, 0.09, 0.08, 0.12, 0.12, 0.12, 0.14, 0.11, 0.11, 0.09, 0.05, 0.10, 0.12, 0.09, 0.05, 0.08, 0.06, 0.10, -0.03, -0.44, -0.07, -0.15, -0.13, -0.42, 0.06, 0.05, 0.04, 0.01, 0.04, 0.12, 0.09, 0.07, 0.14, 0.12, 0.12, 0.13, 0.12, 0.14, 0.08, 0.10, 0.12, 0.08, 0.06, 0.09, 0.12, 0.09, 0.10, 0.11, -0.02, -0.41, -0.12, -0.18, -0.13, -0.39, 0.07, 0.07, 0.02, 0.01, 0.04, 0.09, 0.12, 0.11, 0.14, 0.14, 0.14, 0.12, 0.13, 0.14, 0.06, 0.08, 0.10, 0.08, 0.08, 0.09, 0.12, 0.09, 0.07, 0.12]}

(2)
{"formula": "C27H61FI2N6O7SbSi", "method": "ωB97M-V/def2-TZVPD", "total_charge": -1, "gap_ev": 5.7, "multiplicity": 1, "e_tot_ha": -3145.37176, "elements": ["C", "C", "C", "C", "Sb", "C", "O", "N", "C", "O", "F", "C", "I", "C", "C", "I", "Si", "C", "C", "C", "H", "H", "H", "H", "H", "H", "H", "H", "H", "H", "H", "H", "H", "H", "H", "H", "H", "H", "H", "H", "H", "H", "H", "H", "H", "H", "C", "C", "O", "N", "C", "H", "H", "H", "H", "H", "H", "H", "C", "C", "O", "N", "C", "H", "H", "H", "H", "H", "H", "H", "C", "C", "O", "N", "C", "H", "H", "H", "H", "H", "H", "H", "C", "C", "O", "N", "C", "H", "H", "H", "H", "H", "H", "H", "C", "C", "O", "N", "C", "H", "H", "H", "H", "H", "H", "H"], "coordinates": [[-3.938, 7.653, 3.492], [-2.974, 6.497, 2.846], [-2.412, 5.384, 3.927], [-3.640, 4.491, 4.633], [-4.118, 2.800, 3.289], [-3.621, 1.411, 4.932], [-4.288, 0.356, 5.378], [-2.329, 1.738, 5.711], [-1.525, 0.509, 6.022], [-1.804, -0.457, 6.899], [-0.190, 0.382, 5.325], [-4.388, 1.206, 1.767], [-5.684, -0.446, 2.342], [-3.003, 0.597, 1.127], [-2.097, 1.739, 0.305], [-1.820, -0.652, 2.483], [-6.571, 2.884, 3.827], [-7.194, 1.610, 5.105], [-7.173, 4.636, 4.483], [-7.591, 2.668, 2.159], [-4.943, 7.230, 3.978], [-3.422, 8.371, 4.258], [-4.311, 8.340, 2.594], [-2.007, 7.059, 2.431], [-3.454, 5.965, 1.921], [-1.951, 6.019, 4.825], [-1.585, 4.712, 3.446], [-3.232, 4.202, 5.693], [-4.501, 5.265, 4.807], [-4.435, 3.978, 2.030], [-2.391, 2.773, 2.869], [-1.775, 2.476, 5.210], [-4.939, 1.739, 0.850], [-3.361, -0.144, 0.260], [-1.148, 1.916, 0.968], [-2.760, 2.697, 0.135], [-1.691, 1.280, -0.720], [-6.461, 1.661, 6.046], [-7.362, 0.519, 4.719], [-8.248, 1.970, 5.534], [-6.721, 4.910, 5.527], [-6.859, 5.393, 3.617], [-8.346, 4.584, 4.454], [-6.907, 2.698, 1.206], [-8.417, 3.523, 2.048], [-8.210, 1.651, 2.242], [-2.043, -2.986, -2.519], [-1.579, -2.515, -1.169], [-1.652, -1.336, -0.829], [-1.063, -3.437, -0.308], [-0.891, -4.855, -0.514], [-2.428, -2.135, -3.089], [-1.207, -3.422, -3.072], [-2.847, -3.717, -2.405], [-0.773, -3.041, 0.579], [-1.456, -5.381, 0.260], [0.171, -5.088, -0.402], [-1.233, -5.178, -1.498], [1.022, -3.479, 3.671], [1.316, -4.426, 2.541], [0.497, -4.659, 1.655], [2.535, -5.036, 2.513], [3.625, -4.900, 3.449], [0.013, -3.075, 3.553], [1.071, -4.009, 4.626], [1.731, -2.648, 3.658], [2.655, -5.658, 1.722], [4.498, -4.538, 2.901], [3.844, -5.888, 3.861], [3.393, -4.210, 4.262], [4.005, -4.003, -1.621], [4.214, -5.429, -1.194], [3.276, -6.206, -1.031], [5.492, -5.858, -0.985], [6.719, -5.111, -1.120], [2.935, -3.815, -1.746], [4.388, -3.323, -0.856], [4.502, -3.822, -2.577], [5.548, -6.829, -0.700], [7.343, -5.616, -1.862], [7.230, -5.121, -0.154], [6.547, -4.079, -1.430], [4.043, -1.249, -5.841], [3.980, -1.656, -4.395], [4.268, -2.791, -4.024], [3.590, -0.723, -3.481], [3.214, 0.652, -3.710], [4.370, -2.101, -6.444], [3.053, -0.941, -6.187], [4.763, -0.437, -5.971], [3.573, -1.075, -2.530], [3.888, 1.288, -3.132], [2.192, 0.788, -3.346], [3.265, 0.928, -4.763], [7.423, 0.278, -8.471], [6.042, 0.520, -9.014], [5.127, -0.283, -8.851], [5.816, 1.673, -9.706], [6.747, 2.735, -10.004], [7.444, -0.681, -7.945], [8.146, 0.239, -9.289], [7.690, 1.067, -7.762], [4.863, 1.761, -10.038], [6.354, 3.660, -9.576], [6.805, 2.839, -11.090], [7.742, 2.542, -9.602]], "forces_ev_per_angstrom": [[-1.06, 0.16, -0.90], [1.22, 0.23, 0.12], [-0.84, 1.06, 1.03], [1.73, 2.46, 0.87], [0.35, 1.22, -0.60], [-2.11, -6.45, 4.40], [3.67, 5.97, -2.55], [1.88, -3.08, -0.88], [-1.01, -3.74, 4.20], [1.89, 6.77, -6.33], [-3.38, 0.84, 1.65], [1.02, -0.38, -2.42], [0.34, 0.26, -0.42], [-1.75, 0.31, -3.08], [0.44, -0.96, 0.62], [-0.50, 0.78, -0.44], [-2.27, -0.02, 0.00], [-1.15, -0.32, 2.02], [-0.02, 0.48, -0.88], [-1.40, -0.06, -0.62], [2.34, 0.77, -0.98], [-0.74, -1.60, -1.35], [0.81, -1.37, 1.88], [-2.01, -1.11, 0.79], [0.63, 1.06, 1.93], [-0.60, -1.31, -1.99], [-1.58, 1.22, 0.85], [-0.90, 0.35, -1.83], [1.39, -1.63, -0.33], [-0.06, 0.21, -0.42], [-0.05, -0.14, 0.21], [-0.45, -1.26, 0.39], [1.18, -1.25, 1.91], [1.00, 1.34, 2.23], [-1.93, 0.24, -1.34], [1.53, -1.83, 0.39], [-1.21, 0.92, 2.26], [-1.54, -0.52, -2.05], [0.70, 2.10, 0.85], [2.02, -0.64, -0.91], [-1.07, -0.27, -2.03], [-0.55, -1.26, 2.09], [2.18, 0.23, 0.40], [-1.47, -0.23, 1.76], [1.81, -1.66, 0.21], [1.53, 2.11, -0.48], [-0.16, 0.11, -0.32], [0.36, 0.00, 1.03], [0.00, -0.13, -0.56], [-0.45, 0.86, -0.86], [0.15, -0.11, -0.05], [0.11, -0.11, 0.25], [-0.16, -0.15, 0.02], [0.17, -0.07, -0.12], [-0.03, -0.26, -0.08], [0.16, -0.21, -0.18], [-0.37, -0.30, -0.19], [-0.08, 0.23, 0.08], [-0.18, 0.12, 0.03], [-0.19, -0.25, -0.46], [0.62, 0.19, 0.97], [-0.59, 0.21, -0.09], [0.05, -0.27, -0.33], [0.24, -0.15, -0.05], [0.10, 0.18, 0.00], [-0.04, -0.07, 0.19], [0.01, 0.10, 0.05], [0.15, 0.04, 0.28], [0.20, 0.15, 0.21], [-0.05, -0.12, -0.20], [0.08, -0.44, 0.26], [-0.71, -0.25, 0.27], [0.36, 0.14, 0.05], [-0.40, -0.01, 0.01], [0.07, -0.41, 0.11], [0.23, -0.18, 0.02], [0.11, 0.06, -0.07], [-0.13, -0.02, 0.65], [0.00, 0.25, -0.11], [0.20, 0.28, 0.01], [0.22, 0.22, -0.12], [-0.09, -0.24, 0.04], [0.05, -0.17, -0.13], [-0.02, -0.23, 0.44], [0.03, 0.82, -1.05], [0.32, -0.66, -0.41], [-0.11, 0.00, 0.44], [-0.08, 0.21, 0.24], [0.18, 0.15, -0.06], [-0.22, 0.02, -0.13], [-0.08, 0.13, -0.20], [-0.14, 0.23, -0.16], [0.05, 0.28, -0.14], [0.02, -0.17, 0.18], [0.15, -0.19, 0.15], [-0.97, -0.39, -0.10], [0.54, 0.36, -0.01], [0.04, -0.51, 0.29], [-0.40, 0.14, -0.19], [-0.15, 0.22, -0.17], [0.06, 0.13, 0.15], [0.15, -0.02, -0.15], [0.25, -0.02, 0.09], [0.30, 0.12, -0.08], [0.26, 0.20, 0.07], [-0.23, -0.05, -0.04]], "lowdin_charge": [-0.16, -0.28, -0.31, -0.40, 0.94, -0.45, -0.15, 0.05, -0.28, -0.01, -0.12, -0.96, 0.77, -0.86, -0.19, 0.85, 0.34, -0.31, -0.28, -0.30, 0.06, 0.07, 0.07, 0.10, 0.07, 0.10, 0.07, 0.05, 0.03, -0.06, -0.03, 0.09, 0.04, 0.06, 0.04, 0.07, 0.08, 0.05, 0.00, 0.04, 0.04, 0.04, 0.03, 0.02, 0.04, 0.03, -0.02, -0.54, -0.05, 0.02, -0.10, 0.08, 0.08, 0.08, 0.08, 0.08, 0.06, 0.07, 0.00, -0.50, 0.01, 0.01, -0.08, 0.05, 0.09, 0.09, 0.13, 0.08, 0.08, 0.08, -0.03, -0.54, 0.01, -0.01, -0.09, 0.09, 0.09, 0.04, 0.14, 0.08, 0.08, 0.08, -0.01, -0.51, 0.00, 0.01, -0.08, 0.09, 0.09, 0.08, 0.14, 0.08, 0.09, 0.08, -0.01, -0.55, 0.02, 0.00, -0.08, 0.09, 0.08, 0.09, 0.14, 0.08, 0.08, 0.08]}